[1]
ORCA calculation (the ωB97M-V functional and the def2-TZVPD basis) on a structure of composition F2H2O2Si at a distorted geometry.

Structure (ORCA input):
```
! RIJCOSX wB97M-V def2-TZVPD def2/J DEFGRID3
* xyz 0 1
O -0.51 0.62 1.20
O -0.75 -0.29 -1.43
F 1.92 0.36 -0.32
F 0.04 -1.84 0.60
Si -0.12 -0.39 0.06
H 0.24 1.01 1.67
H -0.80 0.54 -1.79
*
```

Output
- HOMO-LUMO gap (eV) = 11.71
- ΔE to the lowest compared entry with this formula, charge and spin (kcal per mole) = 60.0

[2]
ORCA calculation (the ωB97M-V functional and the def2-TZVPD basis) on the ion C11H22NO2 with charge +1 at a distorted geometry.

Structure (ORCA input):
```
! RIJCOSX wB97M-V def2-TZVPD def2/J DEFGRID3
* xyz 1 1
C 1.99 -1.99 1.05
C 2.61 -1.67 -0.42
O 3.71 -0.73 -0.39
C 3.41 0.44 0.35
O 3.68 0.58 1.57
C 2.72 1.74 -0.33
C 1.21 1.98 0.23
C 0.21 1.43 -0.90
C -1.31 1.23 -0.44
C -1.95 0.14 -1.48
C -2.15 -1.31 -0.80
N -3.19 -1.18 0.28
C -3.00 0.04 1.14
C -1.49 0.66 1.05
H 2.87 -1.97 1.77
H 1.15 -1.25 1.35
H 1.57 -3.05 1.00
H 1.78 -1.38 -1.15
H 3.01 -2.68 -0.79
H 2.63 1.50 -1.46
H 3.37 2.67 -0.26
H 1.08 3.09 0.48
H 1.13 1.42 1.24
H 0.63 0.41 -1.24
H 0.33 2.14 -1.81
H -1.90 2.19 -0.56
H -1.17 -0.03 -2.32
H -2.88 0.53 -2.01
H -2.45 -2.07 -1.61
H -1.14 -1.67 -0.36
H -4.12 -1.13 -0.18
H -3.14 -2.05 0.84
H -3.28 -0.22 2.22
H -3.72 0.84 0.73
H -1.48 1.48 1.86
H -0.73 -0.15 1.34
*
```

Output
- HOMO-LUMO gap (eV) = 9.15
- SMILES = CCOC(=O)CCCC1CC[NH2+]CC1
- ΔE to the lowest compared entry with this formula, charge and spin (kcal per mole) = 13.4

[3]
ORCA calculation (the ωB97M-V functional and the def2-TZVPD basis) on an isolated molecule of C20H14ClFN4O2S at a distorted geometry.

Structure (ORCA input):
```
! RIJCOSX wB97M-V def2-TZVPD def2/J DEFGRID3
* xyz 0 1
N -1.90 0.65 -0.71
C -1.21 0.88 0.39
O -1.47 0.06 1.32
N -0.22 1.87 0.51
C 1.00 1.81 1.17
C 1.64 0.59 1.87
C 1.37 -0.76 1.56
C 2.34 -1.68 1.99
N 2.27 -3.01 1.86
C 1.33 -3.66 1.02
O 1.07 -4.74 1.46
N 0.95 -3.21 -0.20
C -0.37 -3.27 -0.73
C -1.51 -3.57 0.05
C -2.82 -3.55 -0.48
C -2.99 -3.22 -1.84
F -4.17 -3.37 -2.51
C -1.96 -2.61 -2.57
Cl -2.19 -2.05 -4.23
C -0.68 -2.72 -2.07
C 3.40 -1.05 2.67
S 3.22 0.75 2.73
C 1.70 2.94 1.15
C 0.90 3.87 0.28
C 1.02 5.12 -0.22
C 0.13 5.67 -1.10
C -1.01 5.00 -1.47
C -1.22 3.77 -0.91
C -0.26 3.11 -0.12
H -2.44 -0.14 -0.63
H -1.46 0.84 -1.57
H 0.65 -0.90 0.83
H 2.81 -3.54 2.59
H 1.65 -2.66 -0.67
H -1.38 -3.75 1.13
H -3.50 -4.07 0.16
H 0.10 -2.17 -2.57
H 4.34 -1.61 2.86
H 2.78 3.14 1.41
H 1.68 5.89 0.18
H 0.37 6.64 -1.51
H -1.79 5.39 -2.06
H -2.14 3.32 -1.03
*
```

Output
- HOMO-LUMO gap (eV) = 7.87
- SMILES = NC(=O)n1c(-c2cc(NC(=O)Nc3ccc(F)c(Cl)c3)cs2)cc2ccccc21
- ΔE to the lowest compared entry with this formula, charge and spin (kcal per mole) = 57.3

[4]
ORCA calculation (the ωB97M-V functional and the def2-TZVPD basis) on a cluster of 14 separate species, C46H129N9O14 in total at a distorted geometry.

Structure (ORCA input):
```
! RIJCOSX wB97M-V def2-TZVPD def2/J DEFGRID3
* xyz 1 2
C -17.47 -11.18 5.82
C -17.95 -12.01 4.72
O -18.60 -13.16 5.15
H -16.81 -11.69 6.52
H -18.27 -10.71 6.39
H -16.90 -10.31 5.49
H -17.00 -12.28 4.26
H -18.52 -11.46 3.97
H -19.36 -13.33 4.58
C -13.94 -8.82 11.44
C -13.60 -10.09 12.30
O -14.25 -11.30 11.89
H -13.32 -7.95 11.68
H -15.01 -8.63 11.56
H -13.77 -8.98 10.37
H -13.81 -9.94 13.36
H -12.52 -10.25 12.32
H -13.64 -11.97 11.57
C -18.95 -17.33 3.66
C -17.89 -18.11 2.87
O -16.84 -18.45 3.77
H -19.46 -17.96 4.39
H -19.70 -16.91 2.99
H -18.47 -16.54 4.24
H -17.51 -17.43 2.11
H -18.36 -19.01 2.46
H -16.30 -19.07 3.27
C -10.56 -11.21 9.03
C -9.93 -12.61 8.75
O -10.92 -13.59 8.91
H -11.42 -11.08 8.36
H -9.83 -10.44 8.79
H -11.05 -11.03 9.98
H -9.18 -12.75 9.52
H -9.57 -12.72 7.73
H -11.48 -13.52 8.13
C -9.73 -15.69 5.20
C -11.04 -16.31 4.76
O -11.77 -15.51 3.88
H -9.89 -14.74 5.72
H -9.16 -15.43 4.31
H -9.15 -16.39 5.80
H -11.61 -16.64 5.63
H -10.82 -17.23 4.21
H -12.63 -15.31 4.27
C -15.36 -20.60 -2.17
C -15.36 -19.19 -2.69
C -14.52 -18.27 -1.79
O -15.18 -18.16 -0.53
C -14.91 -17.01 0.17
N -14.74 -19.24 -4.00
H -14.38 -21.06 -2.31
H -16.15 -21.21 -2.61
H -15.61 -20.69 -1.12
H -16.35 -18.75 -2.77
H -14.53 -17.26 -2.21
H -13.48 -18.53 -1.60
H -15.44 -17.04 1.12
H -15.33 -16.15 -0.35
H -13.84 -16.93 0.39
H -14.74 -18.31 -4.38
H -15.38 -19.65 -4.67
C -13.66 -18.88 3.17
C -13.96 -19.87 2.05
C -13.46 -21.34 2.28
O -13.88 -22.29 1.29
C -13.48 -23.60 1.63
N -15.37 -19.87 1.77
H -12.60 -18.65 3.25
H -13.94 -19.33 4.12
H -14.28 -17.98 3.16
H -13.38 -19.58 1.17
H -13.93 -21.68 3.20
H -12.38 -21.31 2.41
H -13.83 -24.30 0.88
H -13.88 -23.91 2.60
H -12.41 -23.73 1.75
H -15.57 -20.69 1.21
H -15.55 -19.09 1.15
C -16.03 -13.45 -1.83
C -16.38 -12.45 -0.72
C -16.04 -12.92 0.73
O -16.50 -14.30 0.88
C -17.94 -14.39 1.02
N -15.67 -11.21 -0.96
H -16.68 -14.33 -1.85
H -14.99 -13.74 -1.75
H -16.07 -12.99 -2.82
H -17.42 -12.13 -0.73
H -16.46 -12.33 1.54
H -14.96 -12.92 0.91
H -18.34 -15.35 1.34
H -18.37 -14.05 0.08
H -18.26 -13.72 1.83
H -15.41 -10.79 -0.07
H -14.79 -11.54 -1.33
C -5.85 -10.42 7.69
C -5.94 -9.81 6.27
C -7.35 -9.66 5.69
O -8.05 -10.90 5.78
C -9.42 -10.94 5.44
N -5.27 -8.53 6.43
H -4.83 -10.49 8.07
H -6.24 -11.44 7.72
H -6.34 -9.78 8.42
H -5.29 -10.32 5.56
H -7.30 -9.41 4.63
H -7.85 -8.84 6.22
H -9.86 -11.93 5.46
H -9.61 -10.59 4.42
H -10.09 -10.36 6.07
H -4.95 -8.17 5.54
H -4.41 -8.75 6.91
C -15.70 -16.90 7.62
C -16.87 -17.93 7.58
C -18.15 -17.22 7.13
O -19.31 -18.10 7.17
C -20.55 -17.44 6.88
N -16.44 -18.99 6.68
H -14.95 -17.24 8.34
H -16.08 -15.93 7.95
H -15.22 -16.72 6.66
H -17.04 -18.33 8.58
H -18.03 -16.60 6.25
H -18.43 -16.47 7.87
H -20.55 -16.87 5.94
H -20.78 -16.68 7.63
H -21.43 -18.07 6.79
H -17.33 -19.40 6.43
H -16.31 -18.47 5.82
C -15.98 -9.46 2.83
C -14.46 -9.76 2.98
C -14.19 -11.04 3.82
O -12.81 -11.40 4.08
C -12.36 -12.32 3.17
N -14.09 -10.02 1.69
H -16.04 -8.60 2.18
H -16.46 -9.07 3.72
H -16.58 -10.25 2.38
H -13.97 -8.89 3.41
H -14.78 -11.89 3.51
H -14.56 -10.80 4.82
H -12.28 -11.93 2.16
H -13.08 -13.14 3.14
H -11.47 -12.78 3.59
H -14.24 -9.19 1.14
H -13.10 -10.18 1.63
C -13.28 -15.46 10.58
C -13.48 -14.31 11.58
C -13.34 -14.72 13.09
O -14.16 -15.83 13.37
C -14.28 -16.05 14.78
N -12.49 -13.27 11.21
H -12.21 -15.62 10.40
H -13.80 -15.30 9.64
H -13.76 -16.36 10.96
H -14.50 -13.91 11.55
H -13.59 -13.83 13.67
H -12.32 -15.04 13.29
H -14.59 -15.12 15.25
H -13.37 -16.45 15.24
H -15.01 -16.84 14.92
H -12.43 -13.33 10.20
H -11.54 -13.44 11.53
C -16.95 -11.08 9.94
C -17.64 -10.03 10.89
C -19.14 -10.14 10.97
O -19.77 -10.29 9.70
C -19.46 -9.36 8.76
N -17.14 -10.26 12.28
H -17.07 -12.09 10.34
H -15.88 -10.94 9.77
H -17.40 -11.18 8.95
H -17.29 -9.04 10.60
H -19.42 -9.24 11.52
H -19.42 -10.98 11.61
H -20.32 -9.27 8.09
H -18.49 -9.45 8.28
H -19.58 -8.37 9.21
H -17.77 -10.97 12.64
H -16.23 -10.69 12.29
C -14.22 -12.54 7.97
C -13.67 -13.65 7.04
C -14.68 -14.03 5.91
O -14.17 -14.86 4.89
C -15.22 -15.10 3.97
N -12.41 -13.18 6.56
H -13.54 -12.28 8.78
H -15.12 -12.82 8.53
H -14.36 -11.60 7.45
H -13.46 -14.47 7.72
H -15.07 -13.08 5.55
H -15.55 -14.51 6.37
H -15.93 -15.84 4.33
H -14.68 -15.49 3.11
H -15.73 -14.23 3.55
H -12.51 -12.35 5.99
H -12.12 -13.86 5.87
*
```

Output
- HOMO-LUMO gap (alpha / beta) (eV) = 7.47 / 1.51
- <S²> = 0.76

[5]
ORCA calculation (the ωB97M-V functional and the def2-TZVPD basis) on a cluster of 10 separate species, C26H58BrFIN10O23PS in total at a distorted geometry.

Structure (ORCA input):
```
! RIJCOSX wB97M-V def2-TZVPD def2/J DEFGRID3
* xyz 0 1
C 4.75 -1.64 1.52
C 4.50 -1.10 -0.02
F 5.86 -0.71 -0.55
C 3.54 0.27 -0.06
C 2.14 0.00 -0.88
C 1.05 -0.51 0.22
C -0.45 -0.87 -0.40
C -0.57 -2.54 -0.29
C -2.06 -3.10 -0.70
O -2.96 -3.33 0.30
Br -2.69 -3.56 -2.55
C -1.55 -0.25 0.60
C -2.88 0.43 -0.02
O -3.96 -0.52 -0.38
C -3.52 1.41 1.18
N -3.34 2.88 0.89
S -0.42 -0.40 -2.18
O 0.28 -1.59 -2.96
O -1.82 -0.32 -2.90
O 0.42 1.00 -2.60
C 1.66 1.22 -1.86
C 2.88 1.45 -2.93
C 2.47 2.03 -4.40
C 1.55 3.39 -4.40
I 1.71 0.46 -5.79
P 1.41 2.91 -0.95
C -0.02 2.86 0.30
C 3.03 3.61 -0.25
H 3.75 -1.40 2.11
H 5.67 -1.02 1.97
H 4.97 -2.79 1.44
H 4.12 -1.94 -0.74
H 3.25 0.50 1.08
H 4.22 1.11 -0.52
H 2.39 -0.93 -1.60
H 1.50 -1.51 0.71
H 1.03 0.28 1.08
H -0.44 -2.76 0.87
H 0.33 -3.09 -0.82
H -1.11 0.54 1.39
H -1.93 -1.15 1.30
H -2.64 1.16 -0.91
H -4.24 -0.25 -1.33
H -3.01 1.20 2.23
H -4.67 1.14 1.34
H -3.29 3.09 -0.13
H -4.23 3.33 1.21
H 3.76 2.13 -2.52
H 3.37 0.38 -3.10
H 3.50 2.36 -4.91
H 1.66 3.99 -5.42
H 0.42 3.07 -4.30
H 1.83 4.15 -3.54
H 0.20 2.28 1.29
H -0.30 3.99 0.56
H -0.97 2.45 -0.29
H 2.80 4.74 0.09
H 3.94 3.65 -0.97
H 3.25 3.04 0.78
C 0.44 -2.77 -7.92
N 1.34 -2.27 -8.99
O 1.00 -2.49 -10.16
O 2.36 -1.67 -8.63
H -0.42 -3.27 -8.38
H 1.01 -3.46 -7.30
H 0.11 -1.90 -7.34
C -2.35 5.00 -4.45
N -2.61 4.77 -3.00
O -1.65 4.86 -2.23
O -3.78 4.50 -2.68
H -1.29 5.23 -4.58
H -2.62 4.09 -4.99
H -2.97 5.85 -4.76
C -2.45 7.32 0.82
N -1.12 6.94 1.39
O -0.13 7.54 0.96
O -1.12 6.04 2.24
H -2.30 8.11 0.09
H -2.87 6.43 0.35
H -3.07 7.66 1.65
C 1.01 4.24 4.66
N 1.98 3.71 3.66
O 1.96 2.49 3.46
O 2.72 4.53 3.11
H 0.42 3.41 5.06
H 1.58 4.73 5.45
H 0.36 4.96 4.14
C 6.94 3.99 0.70
N 6.69 3.63 -0.72
O 7.01 4.46 -1.58
O 6.19 2.52 -0.93
H 7.39 4.99 0.74
H 5.98 3.98 1.22
H 7.63 3.24 1.12
C 6.74 -6.19 2.90
N 5.59 -5.25 3.08
O 5.82 -4.20 3.68
O 4.51 -5.60 2.60
H 7.62 -5.76 3.36
H 6.47 -7.13 3.39
H 6.89 -6.33 1.83
C -3.71 -3.37 3.55
N -4.29 -2.70 4.75
O -5.32 -3.20 5.23
O -3.70 -1.70 5.17
H -4.33 -4.23 3.29
H -3.71 -2.64 2.74
H -2.70 -3.68 3.80
C -6.98 -5.81 5.00
N -7.75 -7.08 4.92
O -8.85 -7.11 5.50
O -7.24 -8.00 4.28
H -7.54 -5.09 5.59
H -6.02 -6.04 5.48
H -6.83 -5.45 3.98
C -6.04 -7.41 0.99
N -4.69 -6.80 1.15
O -4.53 -6.02 2.08
O -3.83 -7.14 0.32
H -6.69 -7.03 1.78
H -6.42 -7.12 0.01
H -5.93 -8.49 1.07
*
```

Output
- HOMO-LUMO gap (eV) = 7.30
- SMILES = C[C@H](F)C[C@H]1C[C@@](CC(=O)Br)(C[C@@H](O)CN)S(=O)(=O)O[C@@]1(C[C@H](C)I)P(C)C.C[N+](=O)[O-].C[N+](=O)[O-].C[N+](=O)[O-].C[N+](=O)[O-].C[N+](=O)[O-].C[N+](=O)[O-].C[N+](=O)[O-].C[N+](=O)[O-].C[N+](=O)[O-]

[6]
ORCA calculation (the ωB97M-V functional and the def2-TZVPD basis) on an isolated molecule of C9H9NO2S at a distorted geometry.

Structure (ORCA input):
```
! RIJCOSX wB97M-V def2-TZVPD def2/J DEFGRID3
* xyz 0 1
C -1.60 2.68 0.99
C -1.04 1.68 0.30
N -1.13 1.77 -1.15
C -0.58 0.87 -1.90
C 0.14 -0.27 -1.40
C 0.48 -1.30 -2.47
C 0.32 -0.35 -0.09
C -0.21 0.61 0.80
C 0.12 0.40 2.16
S 0.88 -1.18 2.26
O 2.16 -1.22 2.86
O -0.27 -1.92 2.81
C 1.05 -1.51 0.49
H -2.17 3.38 0.42
H -1.59 2.79 2.05
H -0.76 0.99 -2.97
H 1.20 -0.81 -3.20
H -0.43 -1.39 -3.12
H 0.87 -2.31 -2.12
H -0.33 0.97 2.93
H 0.82 -2.51 0.27
H 2.08 -1.37 0.08
*
```

Output
- HOMO-LUMO gap (alpha / beta) (eV) = 7.19 / 7.19
- SMILES = C=c1ncc(C)c2c1=CS(=O)(=O)C2
- ΔE to the lowest compared entry with this formula, charge and spin (kcal per mole) = 35.4

Please write out number 2 again, unchanged.
ORCA calculation (the ωB97M-V functional and the def2-TZVPD basis) on the ion C11H22NO2 with charge +1 at a distorted geometry.

Structure (ORCA input):
```
! RIJCOSX wB97M-V def2-TZVPD def2/J DEFGRID3
* xyz 1 1
C 1.99 -1.99 1.05
C 2.61 -1.67 -0.42
O 3.71 -0.73 -0.39
C 3.41 0.44 0.35
O 3.68 0.58 1.57
C 2.72 1.74 -0.33
C 1.21 1.98 0.23
C 0.21 1.43 -0.90
C -1.31 1.23 -0.44
C -1.95 0.14 -1.48
C -2.15 -1.31 -0.80
N -3.19 -1.18 0.28
C -3.00 0.04 1.14
C -1.49 0.66 1.05
H 2.87 -1.97 1.77
H 1.15 -1.25 1.35
H 1.57 -3.05 1.00
H 1.78 -1.38 -1.15
H 3.01 -2.68 -0.79
H 2.63 1.50 -1.46
H 3.37 2.67 -0.26
H 1.08 3.09 0.48
H 1.13 1.42 1.24
H 0.63 0.41 -1.24
H 0.33 2.14 -1.81
H -1.90 2.19 -0.56
H -1.17 -0.03 -2.32
H -2.88 0.53 -2.01
H -2.45 -2.07 -1.61
H -1.14 -1.67 -0.36
H -4.12 -1.13 -0.18
H -3.14 -2.05 0.84
H -3.28 -0.22 2.22
H -3.72 0.84 0.73
H -1.48 1.48 1.86
H -0.73 -0.15 1.34
*
```

Output
- HOMO-LUMO gap (eV) = 9.15
- SMILES = CCOC(=O)CCCC1CC[NH2+]CC1
- ΔE to the lowest compared entry with this formula, charge and spin (kcal per mole) = 13.4

Q: What is the formula in the fourth record?
A: C46H129N9O14

What did the third record say?
ORCA calculation (the ωB97M-V functional and the def2-TZVPD basis) on an isolated molecule of C20H14ClFN4O2S at a distorted geometry.

Structure (ORCA input):
```
! RIJCOSX wB97M-V def2-TZVPD def2/J DEFGRID3
* xyz 0 1
N -1.90 0.65 -0.71
C -1.21 0.88 0.39
O -1.47 0.06 1.32
N -0.22 1.87 0.51
C 1.00 1.81 1.17
C 1.64 0.59 1.87
C 1.37 -0.76 1.56
C 2.34 -1.68 1.99
N 2.27 -3.01 1.86
C 1.33 -3.66 1.02
O 1.07 -4.74 1.46
N 0.95 -3.21 -0.20
C -0.37 -3.27 -0.73
C -1.51 -3.57 0.05
C -2.82 -3.55 -0.48
C -2.99 -3.22 -1.84
F -4.17 -3.37 -2.51
C -1.96 -2.61 -2.57
Cl -2.19 -2.05 -4.23
C -0.68 -2.72 -2.07
C 3.40 -1.05 2.67
S 3.22 0.75 2.73
C 1.70 2.94 1.15
C 0.90 3.87 0.28
C 1.02 5.12 -0.22
C 0.13 5.67 -1.10
C -1.01 5.00 -1.47
C -1.22 3.77 -0.91
C -0.26 3.11 -0.12
H -2.44 -0.14 -0.63
H -1.46 0.84 -1.57
H 0.65 -0.90 0.83
H 2.81 -3.54 2.59
H 1.65 -2.66 -0.67
H -1.38 -3.75 1.13
H -3.50 -4.07 0.16
H 0.10 -2.17 -2.57
H 4.34 -1.61 2.86
H 2.78 3.14 1.41
H 1.68 5.89 0.18
H 0.37 6.64 -1.51
H -1.79 5.39 -2.06
H -2.14 3.32 -1.03
*
```

Output
- HOMO-LUMO gap (eV) = 7.87
- SMILES = NC(=O)n1c(-c2cc(NC(=O)Nc3ccc(F)c(Cl)c3)cs2)cc2ccccc21
- ΔE to the lowest compared entry with this formula, charge and spin (kcal per mole) = 57.3